Formula: C51H66F3N5O31S4
Source: the Open Molecules 2025 dataset
Level of theory: wB97M-V/def2-TZVPD

XYZ file:
```
160
Properties=species:S:1:pos:R:3
O 0.624 -8.998 -2.915
N 0.196 -7.892 -2.542
O -0.987 -7.465 -2.683
C 1.000 -7.052 -1.687
C 2.125 -7.615 -0.926
C 2.787 -6.937 0.146
C 2.357 -5.610 0.343
C 1.317 -5.005 -0.421
C 0.733 -5.748 -1.408
H 2.462 -8.641 -0.937
H 3.456 -7.387 0.864
H 2.729 -4.811 0.967
H 1.012 -3.969 -0.429
H -0.001 -5.311 -2.070
O -0.165 2.125 6.679
N -1.228 2.746 6.399
O -1.531 3.979 6.344
C -2.341 1.954 5.894
C -2.187 0.645 5.548
C -3.196 -0.201 5.147
C -4.507 0.357 5.038
C -4.721 1.683 5.367
C -3.687 2.421 5.914
H -1.200 0.215 5.633
H -2.981 -1.182 4.750
H -5.275 -0.311 4.675
H -5.724 2.058 5.226
H -3.925 3.402 6.298
O 2.780 -1.630 5.130
N 3.539 -0.741 4.763
O 3.278 0.069 3.878
C 4.792 -0.510 5.492
C 5.763 0.351 4.949
C 6.958 0.542 5.656
C 7.238 -0.173 6.833
C 6.337 -1.082 7.366
C 5.148 -1.242 6.679
H 5.481 0.794 4.006
H 7.766 1.078 5.179
H 8.155 0.065 7.352
H 6.786 -1.733 8.102
H 4.372 -1.925 6.992
O 1.380 5.064 0.129
N 1.708 5.412 -0.989
O 1.508 4.757 -2.028
C 2.338 6.701 -1.210
C 2.705 7.572 -0.152
C 3.267 8.837 -0.398
C 3.413 9.202 -1.758
C 3.123 8.359 -2.852
C 2.588 7.150 -2.538
H 2.665 7.189 0.857
H 3.283 9.517 0.441
H 3.634 10.217 -2.054
H 3.345 8.547 -3.892
H 2.454 6.488 -3.381
O 6.378 2.718 -3.143
N 6.251 1.485 -3.104
O 6.702 0.749 -3.955
C 5.558 0.922 -1.848
C 5.380 -0.448 -1.843
C 4.758 -0.950 -0.689
C 4.392 -0.171 0.394
C 4.434 1.163 0.305
C 5.080 1.749 -0.773
H 5.486 -1.063 -2.724
H 4.541 -2.005 -0.610
H 3.829 -0.744 1.116
H 4.050 1.800 1.087
H 5.161 2.817 -0.914
O -3.719 -2.400 -2.204
C -3.190 -2.855 -3.245
O -2.094 -2.267 -3.760
C -1.786 -2.774 -5.039
C -2.724 -3.919 -4.964
F -2.000 -4.966 -4.588
O -3.577 -3.781 -3.956
H -1.925 -1.993 -5.786
H -0.756 -3.116 -5.148
H -3.104 -4.082 -5.972
O 1.715 0.979 -2.150
C 0.913 0.500 -1.383
O 0.235 -0.622 -1.590
C -0.808 -0.747 -0.635
C -0.711 0.613 0.062
F -0.954 0.535 1.355
O 0.619 1.062 -0.168
H -1.817 -1.008 -0.953
H -0.390 -1.533 -0.005
H -1.399 1.381 -0.291
O -1.996 1.371 -2.622
C -2.442 1.379 -3.750
O -2.029 0.717 -4.762
C -2.688 1.156 -5.885
C -3.957 1.777 -5.399
F -4.969 0.864 -5.194
O -3.498 2.141 -4.122
H -2.099 1.934 -6.371
H -2.704 0.440 -6.707
H -4.274 2.704 -5.879
C 2.304 -3.657 -4.084
C 3.099 -2.435 -4.363
O 2.469 -1.949 -5.531
S 3.214 -0.761 -6.469
C 2.745 0.646 -5.274
O 4.670 -0.885 -6.522
O 2.413 -0.722 -7.668
H 2.818 -4.581 -4.347
H 1.249 -3.773 -4.333
H 2.304 -3.634 -2.994
H 3.057 -1.683 -3.575
H 4.166 -2.661 -4.352
H 3.703 0.769 -4.768
H 1.894 0.461 -4.618
H 2.631 1.584 -5.817
C -3.696 3.698 -0.981
C -3.594 3.650 0.549
O -3.059 4.924 0.884
S -2.656 5.296 2.464
C -0.935 4.629 2.673
O -2.665 6.776 2.564
O -3.469 4.537 3.451
H -4.438 4.461 -1.215
H -4.073 2.783 -1.437
H -2.848 4.046 -1.571
H -4.537 3.420 1.046
H -2.866 2.898 0.855
H -1.086 3.560 2.521
H -0.501 5.018 3.595
H -0.378 5.064 1.844
C 0.479 -5.569 5.351
C -0.856 -5.646 4.599
O -0.581 -5.210 3.284
S -1.290 -3.812 2.720
C -0.224 -2.577 3.627
O -0.813 -3.666 1.369
O -2.635 -3.572 3.240
H 1.152 -6.380 5.070
H 0.502 -5.764 6.423
H 0.939 -4.585 5.265
H -1.337 -6.597 4.828
H -1.427 -4.857 5.089
H -0.414 -2.443 4.692
H -0.437 -1.581 3.236
H 0.810 -2.829 3.395
C -6.897 2.090 -2.610
C -6.469 0.856 -1.799
O -6.790 1.253 -0.461
S -7.639 0.035 0.394
C -6.432 -1.491 0.318
O -7.638 0.357 1.857
O -8.872 -0.245 -0.352
H -6.164 2.327 -3.381
H -6.817 2.965 -1.966
H -7.858 2.074 -3.126
H -6.911 0.040 -2.370
H -5.400 0.737 -1.978
H -5.416 -1.231 0.613
H -6.441 -1.727 -0.746
H -6.864 -2.271 0.946
```

The max |F| comes out at 0.1921 Eh/bohr. The value obtained for the LUMO energy is -0.0411 Eh. The structure (SMILES) is O=[N+]([O-])c1ccccc1.O=[N+]([O-])c1ccccc1.O=[N+]([O-])c1ccccc1.O=[N+]([O-])c1ccccc1.O=[N+]([O-])c1ccccc1.O=C1OC[C@@H](F)O1.O=C1OC[C@@H](F)O1.O=C1OC[C@@H](F)O1.CCOS(C)(=O)=O.CCOS(C)(=O)=O.CCOS(C)(=O)=O.CCOS(C)(=O)=O. For the HOMO energy, the calculation gives -0.3484 Ha.


Formula: C21H33N3O3S
Source: the Open Molecules 2025 dataset
Level of theory: wB97M-V/def2-TZVPD

XYZ file:
```
61
Properties=species:S:1:pos:R:3
C 3.997 -0.525 2.466
C 2.638 0.105 2.409
C 2.489 1.439 2.054
C 1.236 2.026 2.011
C 0.100 1.295 2.332
C -1.269 1.922 2.290
N -2.232 1.110 1.582
C -3.172 0.397 2.231
O -3.329 0.437 3.437
C -4.065 -0.476 1.345
C -4.523 0.213 0.047
C -3.733 -0.287 -1.168
N -2.344 -0.473 -0.791
S -1.242 -0.447 -2.064
O -1.672 0.603 -2.933
O -1.078 -1.769 -2.593
N 0.107 0.001 -1.238
C 1.102 -0.998 -0.917
C 2.290 -0.982 -1.882
C 3.356 -1.970 -1.420
C 2.849 0.439 -1.956
C 1.772 1.448 -2.369
C 1.303 1.236 -3.806
C 0.599 1.351 -1.384
C -2.148 -1.603 0.105
C -3.358 -1.800 1.025
C 0.248 -0.035 2.703
C 1.499 -0.623 2.736
H 3.935 -1.600 2.313
H 4.658 -0.096 1.717
H 4.445 -0.351 3.445
H 3.363 2.025 1.805
H 1.143 3.068 1.738
H -1.654 2.030 3.311
H -1.216 2.911 1.824
H -2.078 0.921 0.598
H -4.937 -0.706 1.966
H -4.404 1.293 0.146
H -5.581 0.012 -0.126
H -4.158 -1.225 -1.550
H -3.747 0.445 -1.974
H 0.603 -1.966 -0.956
H 1.451 -0.811 0.105
H 1.932 -1.283 -2.870
H 3.719 -1.702 -0.431
H 2.949 -2.977 -1.378
H 4.198 -1.969 -2.108
H 3.680 0.475 -2.664
H 3.233 0.715 -0.970
H 2.193 2.456 -2.286
H 2.154 1.192 -4.483
H 0.728 0.318 -3.896
H 0.655 2.054 -4.113
H -0.241 1.952 -1.731
H 0.916 1.700 -0.395
H -1.975 -2.514 -0.484
H -1.245 -1.395 0.685
H -3.032 -2.277 1.951
H -4.080 -2.464 0.547
H -0.625 -0.606 2.984
H 1.596 -1.660 3.025
```

The max |F| comes out at 0.0204 Eh/bohr. The value obtained for the LUMO energy is 0.0261 Eh. The structure (SMILES) is Cc1ccc(CNC(=O)C2CCN(S(=O)(=O)N3C[C@H](C)C[C@@H](C)C3)CC2)cc1. For the HOMO energy, the calculation gives -0.3309 Ha.